[1]
This record from OMol25 describes the ion C5H7N4 with charge +1. The level of theory is the ωB97M-V functional and the def2-TZVPD basis.

Geometry as ORCA input:
```
! wB97M-V def2-TZVPD RIJCOSX def2/J DEFGRID3
* xyz 1 1
C -0.919 1.296 -1.880
C 1.026 0.591 -0.580
C -0.937 -0.267 0.044
C -2.442 -0.352 0.331
C 2.342 -0.638 1.030
N -1.332 1.843 -2.818
N 0.013 -0.864 0.671
N -0.401 0.637 -0.848
N 1.175 -0.344 0.345
H 1.631 1.345 -1.065
H -2.829 -1.109 -0.297
H -2.474 -0.650 1.312
H -3.025 0.635 0.087
H 2.778 -1.477 0.699
H 3.101 0.156 0.874
H 2.293 -0.802 2.095
*
```

SMILES = Cc1n[n+](C)cn1C#N
E_tot = -413.414191 Eh
Largest force on an atom = 4.95 eV/Å
Energy above the lowest of the compared OMol25 structures with the same formula, charge and spin = 134.44 kJ/mol
LUMO energy = -5.052 eV

Table of Mulliken atomic charges, one value per atom, all in e:
1 C 0.462
2 C -0.122
3 C 0.531
4 C -1.067
5 C -0.842
6 N -0.291
7 N -0.727
8 N -0.012
9 N 0.557
10 H 0.417
11 H 0.318
12 H 0.376
13 H 0.336
14 H 0.408
15 H 0.319
16 H 0.338

***

[2]
This record from OMol25 describes a cluster of 7 separate species, C8H22BIN6O13 in total. The level of theory is the ωB97M-V functional and the def2-TZVPD basis.

Geometry as ORCA input:
```
! wB97M-V def2-TZVPD RIJCOSX def2/J DEFGRID3
* xyz 0 1
B 8.750 3.744 1.602
C 7.804 5.009 1.316
C 6.438 4.588 1.765
O 5.898 5.041 2.664
I 5.559 2.976 0.608
H 9.260 3.116 0.739
H 8.905 3.477 2.752
H 8.132 5.871 1.883
H 7.805 5.224 0.255
C 2.410 4.885 3.672
N 1.629 3.976 2.788
O 1.162 4.444 1.768
O 1.513 2.824 3.148
H 2.428 5.872 3.224
H 1.914 4.905 4.639
H 3.414 4.479 3.755
C -1.089 2.384 0.455
N -1.863 1.456 -0.415
O -2.344 1.897 -1.437
O -1.966 0.302 -0.040
H -1.084 3.365 -0.004
H -1.579 2.409 1.423
H -0.081 1.991 0.541
C -5.343 1.024 -2.666
N -6.490 1.964 -2.530
O -6.727 2.410 -1.425
O -7.113 2.220 -3.541
H -4.885 0.891 -1.694
H -5.734 0.085 -3.045
H -4.641 1.465 -3.366
C -0.958 -2.377 -0.902
N 0.303 -2.722 -1.613
O 0.243 -2.903 -2.811
O 1.313 -2.799 -0.937
H -1.762 -2.346 -1.621
H -1.134 -3.144 -0.160
H -0.819 -1.407 -0.436
C -4.511 -5.379 -2.308
N -4.141 -4.307 -1.344
O -4.982 -3.480 -1.061
O -3.007 -4.336 -0.904
H -5.539 -5.227 -2.613
H -3.836 -5.302 -3.155
H -4.389 -6.330 -1.798
C 0.469 -5.537 0.107
N -0.234 -6.667 0.777
O -1.072 -7.271 0.137
O 0.083 -6.906 1.924
H 0.089 -5.440 -0.904
H 0.273 -4.641 0.685
H 1.529 -5.771 0.101
*
```

SMILES = C[N+](=O)[O-].C[N+](=O)[O-].C[N+](=O)[O-].C[N+](=O)[O-].C[N+](=O)[O-].C[N+](=O)[O-].BCC(=O)I
E_tot = -1946.607581 Eh
Largest force on an atom = 4.38 eV/Å
LUMO energy = -0.740 eV

Table of Mulliken atomic charges, one value per atom, all in e:
1 B 0.179
2 C -0.547
3 C 0.251
4 O -0.366
5 I -0.003
6 H -0.032
7 H -0.041
8 H 0.271
9 H 0.290
10 C -0.688
11 N 0.887
12 O -0.517
13 O -0.510
14 H 0.292
15 H 0.295
16 H 0.243
17 C -0.798
18 N 0.916
19 O -0.517
20 O -0.592
21 H 0.330
22 H 0.296
23 H 0.330
24 C -0.632
25 N 0.885
26 O -0.526
27 O -0.539
28 H 0.247
29 H 0.278
30 H 0.276
31 C -0.470
32 N 0.959
33 O -0.576
34 O -0.542
35 H 0.267
36 H 0.198
37 H 0.208
38 C -0.763
39 N 0.824
40 O -0.524
41 O -0.464
42 H 0.308
43 H 0.300
44 H 0.296
45 C -0.734
46 N 0.934
47 O -0.531
48 O -0.549
49 H 0.315
50 H 0.233
51 H 0.348

***

[3]
This record from OMol25 describes a structure of composition C6H8F18N3O16S6Y. The level of theory is the ωB97M-V functional and the def2-TZVPD basis.

Geometry as ORCA input:
```
! wB97M-V def2-TZVPD RIJCOSX def2/J DEFGRID3
* xyz 0 1
Y 0.153 -0.169 -0.298
C -1.257 -4.042 -1.498
F 0.018 -4.258 -1.082
F -1.166 -3.680 -2.770
F -1.999 -5.150 -1.498
S -2.142 -2.718 -0.430
O -3.550 -3.101 -0.208
O -1.250 -2.738 0.741
N -1.704 -1.179 -1.158
S -2.892 -1.021 -2.262
O -2.519 -0.063 -3.317
O -3.466 -2.253 -2.854
C -4.339 -0.032 -1.354
F -5.166 0.436 -2.246
F -4.946 -0.845 -0.530
F -3.862 0.986 -0.664
C 0.880 -1.404 4.095
F -0.028 -2.216 3.606
F 0.875 -1.408 5.416
F 2.013 -2.067 3.709
S 0.741 0.398 3.335
O 0.309 1.302 4.381
O 2.100 0.659 2.886
N -0.321 0.325 1.868
S -1.734 0.317 2.574
O -2.681 -0.228 1.642
O -1.880 -0.216 3.918
C -2.268 2.129 2.701
F -1.566 2.861 1.830
F -3.556 2.206 2.279
F -2.121 2.591 3.915
C 3.913 0.511 -2.708
F 4.130 -0.759 -2.992
F 5.074 1.175 -2.961
F 2.898 0.999 -3.411
S 3.576 0.703 -0.716
O 3.639 -0.710 -0.236
O 4.591 1.603 -0.222
N 1.920 1.205 -0.457
S 2.068 2.740 -0.916
O 3.188 3.242 -1.670
O 0.801 3.284 -1.412
C 2.204 3.548 0.875
F 3.276 3.085 1.517
F 2.266 4.854 0.756
F 1.118 3.278 1.600
O -1.310 1.762 -0.533
H -1.302 2.554 -1.070
H -2.232 1.635 -0.306
O 1.432 -1.605 -1.747
H 2.001 -2.295 -1.404
H 1.160 -1.924 -2.608
O 1.330 -1.870 0.957
H 1.414 -2.530 1.644
H 2.190 -1.849 0.537
O 0.139 0.613 -2.720
H -0.087 -0.089 -3.331
H -0.075 1.419 -3.191
*
```

E_tot = -5826.592224 Eh
Largest force on an atom = 6.44 eV/Å
LUMO energy = -0.872 eV

Table of Mulliken atomic charges, one value per atom, all in e:
1 Y 2.463
2 C 0.692
3 F -0.223
4 F -0.237
5 F -0.208
6 S 0.680
7 O -0.502
8 O -0.482
9 N -0.130
10 S 0.812
11 O -0.717
12 O -0.570
13 C 0.631
14 F -0.219
15 F -0.186
16 F -0.365
17 C 0.592
18 F -0.167
19 F -0.218
20 F -0.253
21 S 0.910
22 O -0.550
23 O -0.643
24 N 0.106
25 S 0.281
26 O -0.420
27 O -0.561
28 C 0.581
29 F -0.170
30 F -0.247
31 F -0.206
32 C 0.707
33 F -0.201
34 F -0.219
35 F -0.180
36 S 0.834
37 O -0.801
38 O -0.482
39 N 0.030
40 S 0.493
41 O -0.537
42 O -0.709
43 C 0.664
44 F -0.207
45 F -0.219
46 F -0.186
47 O -0.108
48 H 0.173
49 H 0.092
50 O -0.154
51 H 0.176
52 H 0.222
53 O -0.280
54 H 0.197
55 H 0.088
56 O -0.293
57 H 0.201
58 H 0.223

***

[4]
This record from OMol25 describes a cluster of 13 separate species, H26O13 in total. The level of theory is the ωB97M-V functional and the def2-TZVPD basis.

Geometry as ORCA input:
```
! wB97M-V def2-TZVPD RIJCOSX def2/J DEFGRID3
* xyz 0 1
H -0.127 0.434 -0.761
H -0.099 -0.714 0.151
H 0.143 2.972 -2.173
H 0.962 2.989 -0.899
H 1.565 -1.486 -0.404
H 2.867 -2.174 -0.266
H -1.878 -1.425 0.992
H -1.380 -1.882 2.293
H 4.536 -0.740 0.139
H 4.480 0.699 -0.584
H -3.301 2.229 -1.436
H -1.996 2.860 -0.847
H -3.839 -0.912 0.562
H -4.582 -2.192 0.136
H 0.289 -1.608 -2.698
H 1.533 -2.568 -2.240
H 0.187 1.949 2.922
H -0.248 2.900 1.716
H -2.700 1.240 1.459
H -1.398 0.740 0.769
H -2.536 -2.149 -0.529
H -2.035 -2.281 -1.964
H 1.793 -1.017 2.850
H 1.938 0.118 1.962
H 2.584 0.905 -0.039
H 2.046 0.992 -1.376
O 0.414 -0.324 -0.505
O 0.752 2.455 -1.622
O 2.084 -1.877 0.275
O -1.212 -1.878 1.355
O 4.749 0.204 0.283
O -2.739 2.956 -1.450
O -3.829 -1.922 0.678
O 1.234 -1.659 -2.561
O -0.601 2.391 2.430
O -2.363 0.888 0.682
O -2.188 -1.585 -1.252
O 2.176 -0.064 2.887
O 2.718 0.536 -0.936
*
```

E_tot = -993.607004 Eh
Largest force on an atom = 5.50 eV/Å
Energy above the lowest of the compared OMol25 structures with the same formula, charge and spin = 436.44 kJ/mol
LUMO energy = -0.291 eV

Table of Mulliken atomic charges, one value per atom, all in e:
1 H 0.177
2 H 0.288
3 H 0.291
4 H 0.269
5 H 0.349
6 H 0.285
7 H 0.115
8 H 0.264
9 H 0.285
10 H 0.383
11 H 0.300
12 H 0.311
13 H 0.356
14 H 0.319
15 H 0.284
16 H 0.319
17 H 0.347
18 H 0.282
19 H 0.260
20 H 0.158
21 H 0.384
22 H 0.263
23 H 0.350
24 H 0.307
25 H 0.300
26 H 0.269
27 O -0.176
28 O -0.647
29 O -0.577
30 O -0.550
31 O -0.651
32 O -0.609
33 O -0.723
34 O -0.643
35 O -0.655
36 O -0.477
37 O -0.527
38 O -0.676
39 O -0.604

***

Which formula does entry 4 have? H26O13

***

Which of these has the highest E_tot? C5H7N4

***

Which value of E_tot does entry 2 give? -1946.607581 Eh

***

Among the records above, which one has the highest E_tot? C5H7N4